1.
8
Properties=species:S:1:pos:R:3 method="wB97M-V/def2-TZVPD" orbital_gap_ev="7.10 / 7.79" e_tot_ev=-13198.0506
C -0.9695 0.5058 -1.3000
N 0.1173 0.3319 -0.6985
N 0.9822 -0.4106 -0.3408
C 1.3497 -0.4835 1.3745
I -0.1101 0.4294 2.5423
H -1.3063 1.4979 -1.5425
H -1.5864 -0.3417 -1.5817
H 1.5232 -1.5292 1.5467


2.
9
Properties=species:S:1:pos:R:3 method="wB97M-V/def2-TZVPD" smiles="N=C=C=O.NI" orbital_gap_ev=7.48 e_tot_ev=-15247.2756
N 1.4642 2.0194 0.0253
C 1.1927 0.8378 0.2913
C 1.4367 -0.1652 1.0873
O 1.2883 -1.2641 1.4884
H 0.9608 2.4273 -0.7591
N -1.2719 -1.1061 -0.8036
I -2.2761 0.5590 -0.1642
H -1.9528 -1.7636 -1.1701
H -0.8418 -1.5445 0.0048


3.
10
Properties=species:S:1:pos:R:3 method="wB97M-V/def2-TZVPD" orbital_gap_ev="8.99 / 6.29" multiplicity=3 e_tot_ev=-17290.2891
C -0.6477 0.5439 -0.7942
C 0.9595 -0.9080 1.2361
N -1.3915 0.5500 0.2449
N 0.8718 -1.8791 0.5928
O -1.1435 0.7602 1.3932
O 0.7200 -2.7674 -0.1656
I -3.5837 -0.2360 -0.0138
H 0.3469 0.9434 -0.7548
H -1.1730 0.3462 -1.7157
H 0.5832 -0.1621 1.8123


4.
10
Properties=species:S:1:pos:R:3 method="wB97M-V/def2-TZVPD" orbital_gap_ev="7.32 / 6.81" total_charge=+2 e_tot_ev=-16159.2240
C -0.4706 0.3108 -0.2092
C -2.7788 0.3547 -0.2583
N -1.9875 2.5905 -0.0539
N -2.4981 1.6344 -0.1071
N -1.5765 -0.3407 -0.1147
N 0.5409 0.5198 0.4610
I -4.7823 -0.1774 0.0675
H -1.5488 -1.3785 -0.3465
H 0.7540 0.1526 1.3565
H 1.2538 1.1222 0.0223


5.
10
Properties=species:S:1:pos:R:3 method="wB97M-V/def2-TZVPD" orbital_gap_ev="6.80 / 6.80" total_charge=+2 e_tot_ev=-16161.5906
C -0.7262 0.3527 -0.4723
C -2.7137 0.9787 0.2486
N -1.5251 0.8325 -1.5370
N -2.6223 1.1760 -1.1266
N -1.5214 0.4623 0.6519
N 0.4775 -0.0757 -0.6163
I -4.3778 1.4209 1.3381
H -1.2764 0.2083 1.6123
H 0.9000 -0.0760 -1.5573
H 1.0735 -0.4276 0.1423


6.
9
Properties=species:S:1:pos:R:3 method="wB97M-V/def2-TZVPD" orbital_gap_ev="5.89 / 6.36" total_charge=+1 e_tot_ev=-24583.6945
C -0.1675 0.1600 -0.4314
C -1.2868 0.1681 0.1014
N 0.6343 -0.4746 -1.4004
O -2.1087 0.4344 0.9447
S -0.9870 0.8430 3.1819
I 1.1711 1.0670 2.6063
H 1.4576 0.1280 -1.9242
H 0.1518 -0.9833 -2.1279
H 1.1352 -1.3425 -0.9504


7.
9
Properties=species:S:1:pos:R:3 method="wB97M-V/def2-TZVPD" orbital_gap_ev="7.89 / 7.89" total_charge=+1 e_tot_ev=-24585.3056
C -1.5658 -0.2198 -0.0121
C 1.8014 0.0233 0.0826
N -2.3933 -0.9890 -0.1456
O 0.0341 1.7291 0.1470
S 1.5675 1.6688 0.2437
I 3.6913 -0.8573 -0.0652
H -0.7989 0.6058 -0.0643
H -3.3400 -1.2842 -0.0253
H 1.0037 -0.6767 -0.1607


8.
7
Properties=species:S:1:pos:R:3 method="wB97M-V/def2-TZVPD" smiles="CC(=S)I" orbital_gap_ev=8.31 e_tot_ev=-21057.4128
C -0.2436 0.0963 0.0377
C -1.5926 0.9292 -0.0514
S -1.6517 2.5699 -0.2797
I -3.2664 -0.3862 0.0773
H 0.6746 0.5933 -0.3223
H -0.4781 -0.8026 -0.3882
H 0.0123 -0.1768 1.0886